Record 1
{"formula": "C2H5FO2", "method": "wB97M-V/def2-TZVPD", "spin_multiplicity": 1, "relative_energy_kcal_mol": 13.9, "gap_ev": 11.524, "smiles": "CC(=O)F.O", "e_homo_ev": -10.82, "species": ["C", "C", "O", "F", "H", "H", "H", "O", "H", "H"], "positions_angstrom": [[-1.485, 0.990, 0.260], [-1.562, -0.452, -0.088], [-0.705, -1.216, -0.365], [-2.902, -0.816, -0.093], [-0.505, 1.257, 0.424], [-2.162, 1.501, -0.338], [-1.942, 1.276, 1.207], [2.043, -1.598, 0.027], [1.030, -1.513, -0.084], [2.376, -2.426, 0.031]]}

=====

Record 2
{"formula": "C2H5FO2", "method": "wB97M-V/def2-TZVPD", "spin_multiplicity": 1, "relative_energy_kcal_mol": 24.8, "gap_ev": 11.616, "smiles": "OC[C@@H](O)F", "e_homo_ev": -10.79, "species": ["O", "C", "C", "O", "F", "H", "H", "H", "H", "H"], "positions_angstrom": [[-1.635, 0.105, 0.177], [-0.489, 0.630, -0.395], [0.719, 0.018, 0.235], [0.936, -1.301, -0.239], [1.893, 0.773, -0.008], [-1.972, -0.539, -0.500], [-0.439, 1.732, -0.202], [-0.321, 0.342, -1.366], [0.642, -0.113, 1.409], [1.694, -1.684, 0.265]]}

=====

Record 3
{"formula": "C2H5FOS", "method": "wB97M-V/def2-TZVPD", "spin_multiplicity": 3, "relative_energy_kcal_mol": 19.3, "s2": 2.007, "gap_ev": [6.654, 8.253], "e_homo_ev": [-5.94, -10.20], "species": ["C", "C", "O", "F", "S", "H", "H", "H", "H", "H"], "positions_angstrom": [[-0.943, -0.702, 0.116], [0.174, 0.267, -0.402], [-0.044, 1.598, -0.238], [2.988, 0.035, -0.286], [1.689, -0.457, 0.573], [-1.819, -0.983, -0.467], [-1.582, -0.269, 0.921], [-0.482, -1.583, 0.587], [0.472, 0.108, -1.393], [-0.453, 1.987, 0.588]]}

=====

Record 4
{"formula": "C2H5FOSi", "method": "wB97M-V/def2-TZVPD", "spin_multiplicity": 1, "gap_ev": 11.855, "smiles": "O=C(F)C[SiH3]", "e_homo_ev": -11.05, "species": ["O", "C", "F", "C", "Si", "H", "H", "H", "H", "H"], "positions_angstrom": [[2.677, -0.175, 0.096], [1.562, 0.252, 0.052], [1.372, 1.571, 0.080], [0.348, -0.620, -0.023], [-1.356, 0.235, 0.007], [0.471, -1.350, 0.759], [0.416, -1.178, -0.944], [-2.146, -0.311, 1.128], [-1.276, 1.700, 0.085], [-2.067, -0.124, -1.240]]}

=====

Record 5
{"formula": "C2H5FS", "method": "wB97M-V/def2-TZVPD", "spin_multiplicity": 1, "relative_energy_kcal_mol": 25.2, "gap_ev": 10.633, "smiles": "C=CF.S", "e_homo_ev": -9.59, "species": ["C", "C", "F", "H", "H", "H", "S", "H", "H"], "positions_angstrom": [[2.195, -0.059, 0.369], [1.193, 0.563, -0.169], [0.022, 0.010, -0.342], [3.177, 0.292, 0.282], [2.063, -0.942, 1.037], [1.397, 1.438, -0.832], [-3.289, 0.096, -0.103], [-2.409, -0.791, 0.287], [-4.350, -0.608, -0.528]]}

=====

Record 6
{"formula": "C2H5FS2", "method": "wB97M-V/def2-TZVPD", "spin_multiplicity": 1, "relative_energy_kcal_mol": 19.2, "gap_ev": 9.758, "smiles": "CSSCF", "e_homo_ev": -8.99, "species": ["C", "S", "S", "C", "F", "H", "H", "H", "H", "H"], "positions_angstrom": [[-1.709, -0.062, 0.783], [-0.816, -0.919, -0.548], [0.982, -1.302, 0.131], [1.784, 0.273, -0.842], [1.792, 1.332, 0.014], [-2.679, -0.606, 0.976], [-1.940, 0.989, 0.797], [-1.033, -0.362, 1.615], [0.914, 0.508, -1.572], [2.705, 0.148, -1.355]]}

=====

Record 7
{"formula": "C2H5GdO3", "method": "wB97M-V/def2-TZVPD", "charge": 3, "spin_multiplicity": 9, "relative_energy_kcal_mol": 2.7, "s2": 20.372, "gap_ev": [10.434, 5.681], "e_homo_ev": [-25.70, -24.64], "species": ["H", "O", "O", "C", "H", "Gd", "O", "C", "H", "H", "H"], "positions_angstrom": [[-0.775, 0.108, 1.823], [-0.187, 2.008, 1.580], [-1.257, 2.304, 0.788], [0.049, 0.824, 1.915], [1.017, 0.694, 2.406], [-1.603, 1.271, -1.188], [-0.231, -0.518, -1.960], [0.566, -1.449, -1.430], [1.435, -1.582, -2.129], [0.906, -1.214, -0.331], [0.081, -2.446, -1.473]]}

=====

Record 8
{"formula": "C2H5IN", "method": "wB97M-V/def2-TZVPD", "charge": 1, "spin_multiplicity": 1, "relative_energy_kcal_mol": 78.0, "gap_ev": 8.873, "e_homo_ev": -14.28, "species": ["C", "C", "N", "I", "H", "H", "H", "H", "H"], "positions_angstrom": [[0.675, -0.413, -0.434], [0.100, 0.672, 0.370], [-0.757, -0.420, -0.106], [-0.244, 2.638, -0.205], [0.925, -0.265, -1.480], [1.287, -1.162, 0.054], [0.555, 0.285, 2.113], [-1.413, -0.234, -0.871], [-1.127, -1.102, 0.559]]}